(1)
A cluster of 10 separate species, C4H27NO12 in total in a non-equilibrium geometry. Source: OMol25; level of theory: ωB97M-V/def2-TZVPD.

Cartesian coordinates (Å):
O -2.394485 1.137102 2.722788
C -2.033955 0.375194 1.852008
N -1.817399 0.858390 0.532820
C -1.296919 0.143780 -0.615314
C -0.099552 -0.729823 -0.250143
O 0.463876 -1.170248 -1.508020
C -2.488549 -0.601224 -1.383777
O -1.897775 -0.924622 -2.640831
H -1.863151 -0.742687 1.949612
H -1.967393 1.895336 0.541777
H -0.802834 0.875501 -1.294511
H 0.702531 -0.168594 0.406003
H -0.424311 -1.782687 0.220805
H 1.049822 -0.489242 -1.980995
H -2.721426 -1.460638 -0.901522
H -3.384796 -0.000419 -1.528375
H -0.932335 -1.246677 -2.555185
H 0.693393 -2.784854 2.357036
H 0.015982 -2.189667 3.573247
O 0.281174 -1.968007 2.701849
H 1.364114 1.711218 -2.066350
H 0.526446 1.328481 -3.216328
O 1.213251 1.012772 -2.661896
H 1.309727 -4.085253 -1.771359
H 1.314788 -2.695311 -1.095149
O 1.622775 -3.609339 -0.978910
H 1.156730 -3.861840 0.865130
H 2.486096 -3.878102 1.414054
O 1.566770 -4.088558 1.664508
H -0.365938 2.219585 2.188566
H -1.266137 3.267563 2.891487
O -0.431073 3.146637 2.440370
H 1.420146 0.699970 2.850838
H 0.380036 -0.213168 2.287282
O 0.650721 0.664917 2.185299
H -1.485316 2.711194 -3.244471
H -1.486974 1.083744 -3.231900
O -1.119163 1.857831 -3.565107
H 1.498652 2.705513 0.234253
H 2.442442 3.258337 -0.940902
O 1.570776 2.702658 -0.776688
H 2.943184 1.103348 0.909552
H 3.538541 0.833080 -0.366101
O 3.734858 1.335107 0.436281

Forces on atoms 1 to 6 (eV/Å):
-0.04 -0.80 0.12
0.04 0.24 -2.43
-0.63 0.95 2.67
-1.07 0.63 0.34
0.63 -1.94 0.33
1.30 -0.34 -0.16

* M: 281.3 g/mol
* orbital gap: 9.6 eV
* E_HOMO: -9.4 eV
* spin multiplicity: 1
* relative energy (zero: lowest compared OMol25 entry of this formula, charge and spin): 82.4 kcal/mol

These are the natural (NBO) partial charges, in e, on atoms 1 to 6: -0.620, 0.526, -0.660, -0.123, -0.110, -0.829

=====

(2)
A structure of composition C30H36CsN13O6S3. Source: OMol25; level of theory: ωB97M-V/def2-TZVPD.

Cartesian coordinates (Å):
Cs 0.424247 0.926211 -0.711133
C 6.269691 -2.611634 0.392115
C 5.600281 -1.964134 -0.816777
N 5.073085 -0.646037 -0.554401
C 3.909895 -0.422767 0.144085
S 3.572846 1.213278 0.566237
N 3.224191 -1.505103 0.447636
N 1.968680 -1.255220 0.909225
C 1.503673 -2.053832 1.791563
C 2.284241 -3.186707 2.403806
C 0.104071 -1.817958 2.210034
C -0.670634 -2.869773 2.719566
C -1.976895 -2.622202 3.103017
C -2.485323 -1.339282 2.967112
C -1.656339 -0.362125 2.431801
N -0.398537 -0.582806 2.073233
H 6.644853 -3.607667 0.143029
H 5.546920 -2.703405 1.201920
H 7.108406 -2.006421 0.743231
H 4.776434 -2.590924 -1.158908
H 6.314155 -1.875768 -1.641244
H 5.698925 0.140418 -0.556698
H 3.336739 -2.911333 2.438113
H 2.212858 -4.098312 1.802153
H 1.931432 -3.409163 3.410926
H -0.250358 -3.862473 2.805463
H -2.589722 -3.421752 3.502867
H -3.499479 -1.096470 3.254415
H -2.019296 0.647474 2.270408
C -3.240247 -3.934615 -1.629341
C -3.762768 -2.559639 -1.794637
N -4.848026 -2.229135 -2.417620
N -4.869942 -0.863088 -2.330840
C -3.834031 -0.332386 -1.647406
S -3.522604 1.274344 -1.361385
N -3.137188 -1.454604 -1.274284
N -1.930541 -1.419123 -0.586964
H -3.911288 -4.624727 -2.135211
H -3.187861 -4.202330 -0.571541
H -2.240381 -4.002383 -2.059690
H -5.592774 -0.323398 -2.768048
H -1.953207 -2.133317 0.133375
H -1.211749 -1.656049 -1.276065
C -2.368400 -1.278537 -5.786539
C -1.400883 -2.454740 -5.834545
C -0.047179 -2.160905 -5.158798
C 0.836233 -3.419801 -5.186006
C 2.182158 -3.222021 -4.499423
C 0.655994 -1.077562 -5.953909
O 0.951271 -1.218205 -7.129539
N 0.941677 0.061825 -5.274655
C 0.585152 0.353647 -3.934699
O 0.879609 1.473601 -3.532915
N -0.044843 -0.580998 -3.195543
C -0.323936 -1.785465 -3.698286
O -0.887244 -2.651834 -3.008360
H -3.314054 -1.540485 -6.264020
H -1.963717 -0.406495 -6.305111
H -2.584755 -0.984720 -4.757120
H -1.200318 -2.742586 -6.868930
H -1.833754 -3.313242 -5.317521
H 0.980095 -3.700029 -6.232002
H 0.275931 -4.213565 -4.689665
H 2.764632 -2.435593 -4.984556
H 2.772334 -4.139114 -4.534887
H 2.054957 -2.948242 -3.450225
H 1.405593 0.807381 -5.771831
O -2.944351 7.826688 8.372343
S -2.951796 8.011295 6.930073
O -4.002815 7.293009 6.234828
O -2.754418 9.385708 6.490122
C -1.398405 7.212545 6.389976
N -0.299064 7.559502 7.059222
C 0.826377 6.985462 6.669820
C 0.891045 6.069094 5.632378
C -0.305847 5.789172 4.982689
N -1.443157 6.369286 5.368660
C -0.399158 4.815318 3.859847
C -1.636610 4.532843 3.285364
C -1.698474 3.595636 2.266155
N -0.644142 2.921829 1.809141
C 0.538959 3.203129 2.349945
C 0.709671 4.139971 3.357634
H 1.723436 7.260702 7.217949
H 1.827660 5.607966 5.357827
H -2.519441 5.044367 3.642672
H -2.649185 3.357373 1.798760
H 1.391888 2.641976 1.977277
H 1.704842 4.311152 3.743267

Forces on atoms 1 to 6 (eV/Å):
-0.21 0.44 0.74
0.00 -0.01 0.01
0.00 0.01 -0.03
0.02 0.01 0.02
-0.01 0.07 0.01
0.21 0.01 0.02

* M: 903.8 g/mol
* total charge: -2
* orbital gap: 6.4 eV
* E_HOMO: -3.2 eV
* spin multiplicity: 1
* relative energy (zero: lowest compared OMol25 entry of this formula, charge and spin): 5.7 kcal/mol

These are the Löwdin partial charges, in e, on atoms 1 to 6: 0.917, -0.101, -0.280, -0.063, -0.915, 0.381

=====

> What is the relative energy (zero: lowest compared OMol25 entry of this formula, charge and spin) in the second record?

5.7 kcal/mol